Molecular formula: C45H50BrIN3O3P2TeTi
Method: DFT, ωB97M-V/def2-TZVPD

Geometry as XYZ:
```
107
Properties=species:S:1:pos:R:3:forces:R:3:lowdin_charge:R:1
I 1.247 2.993 -5.722 -0.0040 -0.0226 0.0260 0.87
Te 3.037 2.122 2.304 0.0092 0.0790 0.0862 1.46
Br -6.333 3.836 0.500 0.0147 0.0013 0.0039 0.73
Ti 0.091 -0.183 -0.245 -0.1317 0.2096 -0.2117 0.69
P -1.626 -1.854 -1.383 -0.0236 -0.0034 -0.0883 0.89
P -0.988 -1.517 1.680 0.1410 0.1241 0.0502 0.90
O -1.913 0.756 -0.155 -0.0298 0.1630 -0.0177 -0.15
O -0.165 1.897 0.481 -0.1067 0.0287 0.0587 -0.08
O 1.341 -1.792 -0.905 0.1455 -0.0912 0.0736 -0.27
N 1.259 -0.242 -3.053 0.0124 0.0162 -0.0262 0.02
N 1.838 -0.176 0.599 0.3193 -0.2313 0.1093 -0.05
N 0.596 0.624 -2.270 -0.1042 -0.0961 -0.1010 -0.02
C 6.138 -1.627 3.066 -0.0275 -0.0221 0.0132 -0.27
C 3.934 -0.630 3.286 0.0376 0.0436 0.0042 -0.31
C 4.520 -0.122 -0.736 -0.0044 0.0022 0.0346 -0.03
C 5.388 -2.587 -1.682 -0.0005 0.0070 -0.0010 -0.09
C -4.736 -3.206 1.750 -0.0053 -0.0048 0.0039 -0.07
C 5.316 5.725 3.392 -0.0377 0.0275 -0.0016 -0.03
C 5.720 5.537 4.705 0.0165 0.0064 0.0199 -0.27
C 6.244 -1.493 -1.700 0.0065 -0.0178 -0.0047 -0.09
C -4.089 -2.971 -0.550 0.0315 -0.0058 -0.0109 -0.08
C 6.332 1.896 1.702 0.0081 -0.0063 0.0297 -0.07
C -4.464 3.945 0.805 -0.0396 0.0149 -0.0034 -0.68
C -3.935 5.096 1.370 0.0215 -0.0191 -0.0027 -0.12
C 4.407 0.550 2.696 -0.0760 0.0016 0.0370 -0.43
C 4.052 2.247 5.535 -0.0314 -0.0010 -0.0277 -0.07
C 5.806 -0.261 -1.235 0.0082 0.0149 0.0336 -0.08
C 2.247 -1.048 -0.261 -0.2202 0.0408 0.0524 -0.59
C -0.998 -3.420 -2.073 -0.0215 0.0140 -0.0040 -0.24
C 4.807 -1.701 3.449 0.0314 -0.0082 0.0046 -0.01
C 7.064 -2.803 3.220 0.0069 0.0033 0.0086 -0.05
C 2.518 -0.774 3.769 0.0090 0.0129 0.0194 -0.11
C -2.290 2.967 0.687 -0.0347 0.0332 0.0164 -0.13
C 4.530 4.793 2.723 0.0160 0.0418 -0.0449 -0.33
C 6.594 -0.435 2.524 -0.0094 0.0079 -0.0507 -0.02
C -3.659 2.876 0.461 0.0276 -0.0089 0.0138 -0.06
C -3.531 -2.647 2.142 0.0161 0.0034 -0.0218 -0.08
C 0.483 1.744 -2.972 -0.0243 0.0329 0.1234 -0.16
C 3.657 -1.211 -0.729 -0.0251 -0.0199 -0.0055 -0.16
C 4.173 5.088 1.288 0.0198 0.0148 -0.0042 -0.09
C -2.624 -1.171 -2.749 0.0142 0.0178 0.0040 -0.24
C -1.357 -0.568 3.193 -0.0107 -0.0546 0.0020 -0.22
C -2.595 -2.238 1.194 -0.0319 0.0038 0.0367 -0.36
C -5.015 -3.369 0.400 -0.0192 -0.0045 0.0007 -0.07
C -0.080 -2.980 2.277 0.0198 0.0006 -0.0032 -0.22
C 4.134 3.623 3.385 -0.0082 -0.2044 0.0192 -0.42
C 1.098 1.593 -4.220 0.0039 0.0139 -0.0509 -0.77
C -2.876 -2.400 -0.166 -0.0222 -0.0202 0.0302 -0.36
C 4.498 3.436 4.728 0.0006 0.0619 -0.0212 -0.30
C 6.585 6.556 5.398 -0.0058 -0.0068 -0.0062 -0.05
C 5.752 0.655 2.323 0.0213 0.0106 -0.0637 -0.30
C -1.742 4.111 1.254 0.0152 -0.0135 -0.0151 -0.01
C -2.567 5.171 1.594 -0.0133 0.0053 0.0035 -0.06
C -1.406 1.824 0.320 0.1226 -0.2040 -0.0900 -0.60
C 1.593 0.304 -4.227 -0.0037 0.0143 -0.0028 -0.13
C 4.092 -2.442 -1.212 -0.0008 -0.0052 -0.0072 -0.03
C 5.293 4.391 5.357 -0.0070 0.0070 -0.0152 -0.02
H -0.624 -3.499 3.068 -0.0044 0.0022 -0.0022 0.05
H -0.338 -3.888 -1.343 -0.0059 -0.0085 -0.0023 0.04
H 4.532 1.328 5.198 0.0158 -0.0401 -0.0215 0.07
H 4.092 6.165 1.135 0.0168 0.0058 -0.0053 0.08
H -0.013 2.605 -2.554 0.0009 -0.0009 0.0061 0.12
H -2.148 6.065 2.037 0.0005 0.0004 0.0005 0.11
H -0.452 -0.032 3.483 0.0127 -0.0015 0.0043 0.04
H 3.237 4.626 0.982 -0.0093 0.0383 -0.0041 0.02
H 4.950 4.719 0.612 -0.0278 -0.0403 0.0032 0.08
H -1.939 -0.809 -3.518 -0.0070 -0.0075 -0.0102 0.04
H 1.491 -1.142 -2.611 0.0137 0.0333 0.0201 0.13
H 6.484 2.675 2.453 -0.0004 0.0164 -0.0116 0.08
H -3.301 -1.900 -3.196 -0.0014 0.0007 0.0029 0.04
H 6.549 -3.654 3.665 0.0029 0.0006 0.0008 0.07
H 6.472 0.592 -1.256 0.0137 0.0205 0.0119 0.10
H -0.674 4.149 1.422 -0.0016 -0.0012 -0.0003 0.12
H 2.153 -0.235 -4.971 -0.0008 -0.0053 -0.0011 0.12
H 7.253 -1.602 -2.079 -0.0019 0.0020 0.0028 0.10
H -5.956 -3.803 0.088 0.0007 -0.0014 -0.0013 0.11
H 7.296 1.675 1.242 0.0050 0.0035 -0.0086 0.08
H 6.113 7.540 5.393 0.0018 -0.0007 0.0009 0.08
H 4.160 0.828 -0.358 0.0047 0.0105 0.0191 0.08
H -4.070 1.977 0.024 -0.0066 -0.0017 0.0012 0.11
H 7.456 -3.115 2.250 -0.0011 -0.0037 0.0042 0.08
H 4.434 -2.619 3.894 -0.0011 0.0001 -0.0044 0.11
H 4.294 2.390 6.588 -0.0106 0.0004 -0.0058 0.08
H -4.318 -3.102 -1.600 -0.0050 0.0002 0.0007 0.10
H -1.680 -1.198 4.022 -0.0080 0.0145 0.0047 0.04
H 0.896 -2.665 2.643 -0.0123 -0.0163 -0.0008 0.02
H 1.825 -0.676 2.933 -0.0001 0.0105 -0.0126 0.01
H 7.916 -2.553 3.854 0.0035 -0.0035 -0.0020 0.08
H 5.730 -3.550 -2.041 0.0008 0.0023 -0.0008 0.10
H 7.632 -0.356 2.216 0.0024 0.0027 0.0069 0.12
H -1.805 -4.101 -2.344 0.0006 -0.0008 0.0006 0.05
H 0.078 -3.658 1.438 -0.0064 0.0036 -0.0042 0.05
H -3.321 -2.523 3.198 -0.0128 -0.0033 -0.0019 0.10
H -2.132 0.165 2.966 0.0083 0.0076 0.0008 0.05
H 6.770 6.275 6.435 0.0011 0.0012 0.0015 0.07
H 2.974 2.103 5.441 -0.0033 -0.0175 -0.0111 0.06
H 5.575 4.235 6.393 -0.0013 -0.0018 0.0003 0.11
H 2.377 -1.742 4.252 -0.0040 -0.0065 -0.0126 0.08
H -3.190 -0.321 -2.370 0.0037 -0.0008 0.0001 0.05
H 2.273 0.009 4.490 -0.0016 0.0045 0.0045 0.06
H 3.405 -3.279 -1.211 0.0014 0.0035 0.0023 0.11
H 5.664 2.313 0.945 -0.0009 -0.0204 0.0015 0.04
H 5.618 6.627 2.867 -0.0002 -0.0004 0.0023 0.12
H -0.402 -3.194 -2.958 0.0092 -0.0122 0.0029 0.04
H 7.550 6.655 4.898 0.0010 0.0014 0.0015 0.08
H -4.585 5.919 1.631 -0.0026 0.0007 -0.0008 0.10
H -5.459 -3.513 2.495 0.0013 0.0003 0.0015 0.11
```
Forces are in eV/Å.

Its strongest force on any atom is 0.41 eV Å⁻¹. Its expectation value of S² is 0.7542. As for the spin multiplicity: 2. The value obtained for the HOMO-LUMO gap (spin up / spin down) is 7.33 / 7.33 eV.